(1)
This record from the Open Molecules 2025 dataset describes a cluster of 2 separate species, C5H12NO in total at a distorted geometry. The level of theory is the ωB97M-V functional and the def2-TZVPD basis.

ORCA input file:
```
! RIJCOSX wB97M-V def2-TZVPD def2/J DEFGRID3
* xyz 1 1
C -2.733 -0.404 -1.006
C -2.269 -0.241 0.444
C -0.990 0.521 0.454
C 0.193 0.219 0.984
N 1.309 1.013 0.645
C 2.547 0.725 0.848
H -3.681 -0.935 -1.126
H -2.959 0.559 -1.467
H -2.009 -0.978 -1.586
H -3.023 0.336 0.982
H -2.078 -1.198 0.929
H -1.044 1.505 -0.025
H 0.269 -0.513 1.755
H 1.126 1.583 -0.173
H 2.735 -0.180 1.403
H 3.252 1.389 0.371
H 3.444 -0.527 -1.491
H 3.138 -1.886 -0.970
O 2.772 -0.989 -0.971
*
```

ΔE to the lowest compared entry with this formula, charge and spin   32.3 kcal per mole
Gap between HOMO and LUMO   0.3382 Ha
LUMO   -0.1723 Eh

How positive or negative is each atom? The Löwdin charges in e answer that: -0.0931, -0.2214, -0.0628, -0.0745, 0.0313, 0.1441, 0.0824, 0.0807, 0.0811, 0.1258, 0.1183, 0.1338, 0.1351, 0.1734, 0.1226, 0.1268, 0.0662, 0.0768, -0.0465


(2)
This record from the Open Molecules 2025 dataset describes a structure of composition C23H42NO3P2Tm at a distorted geometry. The level of theory is the ωB97M-V functional and the def2-TZVPD basis.

ORCA input file:
```
! RIJCOSX wB97M-V def2-TZVPD def2/J DEFGRID3
* xyz 0 3
C 0.955 -1.259 -3.940
C 0.982 -0.861 -2.612
N -0.138 -0.765 -1.859
C -1.308 -1.140 -2.450
C -1.386 -1.602 -3.758
C -0.243 -1.647 -4.542
C 2.385 -0.576 -2.082
P 2.544 -0.187 -0.255
Tm -0.037 -0.311 0.695
P -2.641 -0.060 -0.116
C -2.636 -1.082 -1.736
O 2.588 3.628 -3.392
O -1.672 3.148 -2.357
H 1.899 -1.275 -4.470
H -2.379 -1.858 -4.140
H -0.287 -1.961 -5.566
C 3.428 -1.800 -0.089
C 3.884 1.045 -0.213
H -3.387 -0.561 -2.374
H -3.030 -2.094 -1.441
H 2.861 0.192 -2.603
H 3.010 -1.495 -2.243
C -3.971 -0.864 0.794
C -3.442 1.434 -0.752
H -1.440 3.812 -1.766
H -1.429 3.373 -3.313
H 2.731 3.079 -2.639
H 2.335 3.000 -4.091
H 0.483 -2.198 0.667
H 0.887 1.329 1.413
H 4.365 -1.706 -0.655
H 3.612 -2.099 0.947
H 2.795 -2.555 -0.577
H 4.850 0.567 -0.429
H 3.681 1.849 -0.939
H 3.928 1.489 0.796
H -4.426 1.191 -1.181
H -3.545 2.154 0.075
H -2.825 1.889 -1.543
H -4.938 -0.542 0.396
H -3.867 -1.952 0.720
H -3.869 -0.548 1.843
C 0.912 3.405 2.982
C -0.427 3.135 3.649
C -1.555 3.346 2.631
C -0.515 1.788 4.416
C -0.698 1.755 5.795
C -0.763 0.556 6.516
C -0.688 -0.664 5.850
C -0.539 -0.707 4.470
C -0.415 -1.974 3.655
C 0.961 -2.622 3.837
C -1.524 -2.979 3.978
C -0.433 0.515 3.809
O -0.269 0.406 2.526
H 1.015 2.764 2.075
H 1.758 3.178 3.630
H 0.957 4.456 2.668
H -0.558 3.879 4.450
H -1.396 2.745 1.725
H -2.528 3.078 3.047
H -1.575 4.407 2.346
H -0.787 2.715 6.288
H -0.873 0.610 7.606
H -0.744 -1.585 6.409
H -0.522 -1.746 2.578
H 1.122 -2.904 4.886
H 1.081 -3.522 3.217
H 1.746 -1.912 3.537
H -2.506 -2.528 3.763
H -1.446 -3.885 3.355
H -1.496 -3.283 5.035
*
```

⟨S²⟩   2.0029
Gap between HOMO and LUMO (spin up / spin down)   0.2049 / 0.2059 Ha
LUMO (spin up / spin down)   -0.0023 / -0.0023 Eh

How positive or negative is each atom? The Löwdin charges in e answer that: -0.0309, -0.2928, 0.0509, -0.3146, -0.0365, -0.0306, -0.2930, 0.7833, 0.6566, 0.8305, -0.2604, -0.0459, -0.0607, 0.1171, 0.1221, 0.1061, -0.3089, -0.2642, 0.0942, 0.1052, 0.0529, 0.0904, -0.2687, -0.2757, 0.0101, 0.1014, -0.0125, 0.0433, -0.1061, -0.0403, 0.0383, 0.0388, 0.0311, 0.0453, 0.0280, 0.0472, 0.0546, 0.0524, 0.0088, 0.0491, 0.0487, 0.0494, -0.1064, -0.3652, -0.0758, -0.1113, -0.0568, -0.1014, -0.0496, -0.1468, -0.4086, -0.0679, -0.0668, -0.2983, -0.4003, -0.0163, 0.0786, 0.0736, 0.1197, 0.0491, 0.0777, 0.0759, 0.1001, 0.0947, 0.1012, 0.0195, 0.0822, 0.0741, 0.0798, 0.0767, 0.0801, 0.0743


| no. | total energy (Eh) |
| --- | --- |
| 1 | -327.4081 |
| 2 | -2949.8585 |